Record 1
Computed, not measured: a molecular structure, C14H6F6N4O3PdS2, with ωB97M-V/def2-TZVPD.

Results
- LUMO energy: -9.39 eV
- Relative energy (zero: lowest compared OMol25 entry of this formula, charge and spin): 5.74 kcal per mole
- Charge: +2

```
36
Properties=species:S:1:pos:R:3:forces:R:3
Pd -0.6164 -1.5374 -0.3330 0.741 0.470 0.710
S 1.8195 5.3703 0.5064 0.005 -0.006 0.000
N 2.3580 4.1975 -0.4496 -0.014 -0.001 0.001
C 1.5468 3.1644 -0.2828 0.039 0.026 -0.012
C 1.6658 1.8867 -0.9545 -0.114 -0.058 0.034
C 2.6404 1.5463 -1.9012 0.041 -0.019 -0.017
C 2.6297 0.2863 -2.4637 0.018 0.022 -0.018
C 1.6618 -0.6358 -2.0774 0.002 -0.027 0.076
N 0.7377 -0.3095 -1.1775 -0.271 -0.106 -0.067
C 0.7159 0.9268 -0.6229 0.051 0.064 -0.076
C -0.3506 1.1870 0.3138 -0.025 0.135 0.006
N -1.2304 0.1770 0.5226 -0.145 -0.098 -0.402
C -2.2581 0.3298 1.3538 0.010 -0.047 -0.014
C -2.4458 1.5290 2.0345 -0.021 0.015 -0.001
C -1.5634 2.5720 1.8427 0.002 -0.005 0.010
C -0.4859 2.4096 0.9612 -0.018 -0.063 -0.048
C 0.5072 3.4157 0.6477 0.005 0.042 0.029
N 0.5542 4.6335 1.1656 -0.003 -0.007 -0.014
H 3.3905 2.2761 -2.1795 -0.007 0.007 0.000
H 3.3644 -0.0059 -3.2004 0.006 0.005 0.007
H 1.6345 -1.6410 -2.4786 -0.010 -0.007 0.007
H -2.9285 -0.5118 1.4744 0.015 -0.013 0.015
H -3.2895 1.6231 2.7033 0.003 0.002 0.002
H -1.6907 3.5151 2.3592 0.003 0.002 -0.003
F 1.6049 -4.4307 2.0544 0.046 0.024 -0.002
C 0.5720 -3.6355 2.0819 -0.090 -0.084 -0.035
F 0.9639 -2.3524 1.9794 0.009 0.065 -0.009
F -0.1442 -3.7938 3.1661 0.024 -0.015 0.004
S -0.5045 -3.9587 0.6007 -0.103 0.002 -0.279
O -1.6082 -2.9111 0.7622 0.133 -0.250 -0.065
O -0.8607 -5.3107 0.5229 -0.092 0.020 0.033
O 0.2684 -3.3546 -0.5643 -0.193 -0.120 0.131
F -1.5798 -0.8376 -2.8247 -0.028 0.023 0.057
C -2.0092 -1.6401 -1.9077 0.304 -0.210 -0.193
F -1.9363 -2.8867 -2.2364 -0.105 0.140 -0.048
F -3.1334 -1.2929 -1.3987 -0.219 0.073 0.182
```
Positions in Å, forces in eV/Å.

Here are the Löwdin charges for atoms 1 to 2, given in e: atom 1 (Pd): 1.255, atom 2 (S): 1.144



Record 2
Computed, not measured: a molecular structure, C36H37CoNOP2, with ωB97M-V/def2-TZVPD.

Results
- LUMO energy (spin up / spin down): -0.31 / -0.06 eV
- Spin multiplicity: 4

```
78
Properties=species:S:1:pos:R:3:forces:R:3
Co -0.1859 0.8989 -0.8055 0.249 -1.014 -0.791
C -1.7512 1.0258 -2.3939 -1.381 1.552 0.556
C -1.7536 -0.3245 -2.2653 -1.830 -1.670 -0.447
C -1.2401 -1.2971 -3.2992 -0.164 -1.096 -0.504
C 0.1130 -0.9373 -3.8100 1.355 -0.038 -0.994
C 0.9986 -0.1989 -2.8579 1.280 -2.183 -0.911
C 0.9350 1.1425 -2.7371 1.591 3.348 0.191
C 0.1704 2.0681 -3.6766 -0.404 0.095 -0.505
C -1.2530 1.5964 -3.6706 -1.916 0.828 -2.520
C 1.7621 0.2774 3.1762 -2.445 0.132 -1.010
H -2.3919 1.7998 -1.8159 0.900 -2.045 -0.803
H -2.4857 -0.9630 -1.7381 0.372 1.401 0.868
H -1.9293 -1.4466 -4.1791 0.180 0.459 0.770
H -1.1574 -2.3530 -2.8985 -0.295 1.210 0.146
H 0.6607 -1.8399 -4.0762 -0.130 -0.188 -0.203
H 0.0840 -0.3368 -4.7237 -0.225 -0.188 -0.142
H 1.9549 -0.8143 -2.7435 -1.079 1.309 0.717
H 1.7842 1.6908 -2.3431 0.089 -0.471 -0.040
H 0.5223 2.0237 -4.7199 0.321 -0.426 0.119
H 0.1650 3.1820 -3.5364 0.513 -1.052 0.959
H -1.9050 2.4671 -3.9929 0.410 -0.898 0.545
H -1.4564 0.8378 -4.4805 0.347 0.812 0.733
H 0.9256 0.8823 3.5796 0.185 -0.024 -1.394
H 2.5936 0.6541 3.6554 2.221 -0.360 1.503
H 1.3749 -0.7238 3.2580 0.506 -0.845 1.277
P -1.8779 -0.8704 0.7566 2.668 -0.452 -0.373
P 2.2104 0.1105 1.4616 -1.339 0.146 -3.683
C -0.1013 -1.4769 0.0807 -0.991 2.493 1.309
C 1.1413 -0.6957 0.2138 -1.055 1.172 -1.298
C -2.7057 -2.3398 1.3078 -0.783 -1.051 0.697
C -2.9437 -3.2953 0.3007 0.114 0.642 0.554
C -3.6327 -4.4798 0.5583 0.390 0.845 0.085
C -4.0216 -4.7175 1.8971 -0.138 0.316 -0.609
C -3.7507 -3.8203 2.9704 -0.303 -0.532 -1.605
C -3.0752 -2.6230 2.6474 -0.398 -0.382 0.273
C -2.9477 0.6182 0.4146 1.779 0.171 -0.480
C -2.3431 1.9172 0.3748 1.207 1.680 0.006
C -3.1187 3.0490 0.5280 -0.269 -0.211 -0.646
C -4.4973 2.9571 0.3885 -0.835 -0.441 0.718
C -5.0780 1.6972 0.2872 0.227 -0.506 -0.133
C -4.3226 0.5249 0.2832 1.344 0.018 0.604
C 3.6234 -1.0076 1.3566 0.664 -0.587 0.499
C 3.3687 -2.3441 1.7063 -0.195 -0.181 0.305
C 4.4046 -3.2389 1.9963 0.385 0.749 -0.612
C 5.7131 -2.7744 1.7537 0.065 0.988 0.551
C 6.0140 -1.4575 1.3291 -1.273 -0.594 -0.128
C 4.9338 -0.6050 1.0852 -0.183 0.144 0.325
C 2.6814 1.7280 0.7277 -0.173 0.706 0.886
C 2.4265 2.8260 1.5816 0.074 0.223 -0.282
C 2.6438 4.1360 1.1451 0.852 -0.012 -0.623
C 3.1377 4.3403 -0.1661 -0.431 -0.461 0.304
C 3.3176 3.2677 -1.0562 0.479 0.011 0.607
C 3.1488 1.9617 -0.5800 -0.290 -0.351 0.292
H -0.0693 -2.2963 -0.6589 -0.471 0.547 0.366
H 1.6475 -0.5240 -0.8289 -0.153 -0.877 2.296
H -2.5314 -2.9434 -0.6452 -0.515 -0.794 -0.301
H -3.8890 -5.0869 -0.3348 0.093 -0.021 1.145
H -4.6271 -5.6043 2.0115 -0.006 -0.118 0.580
H -4.1752 -4.0747 3.9689 0.726 0.477 -0.828
H -2.8674 -1.9339 3.4676 0.021 0.121 -0.410
H -1.2545 2.4672 0.1367 -1.650 -2.893 0.939
H -2.5718 3.9661 0.7285 -0.463 0.180 -0.379
H -5.1525 3.8203 0.4404 0.177 0.025 0.047
H -6.1252 1.5084 0.2957 -0.833 0.541 -0.238
H -4.6913 -0.4946 0.2906 -0.659 0.244 -0.012
H 2.3232 -2.6596 1.7238 0.226 -0.025 0.367
H 4.2141 -4.2457 2.4155 0.138 0.743 -0.572
H 6.5532 -3.3775 2.0084 0.404 -0.641 0.084
H 7.0282 -1.0622 1.2228 -0.317 -0.522 -0.096
H 5.0611 0.3875 0.6772 0.341 0.220 0.291
H 2.0576 2.6640 2.5980 0.085 0.066 -0.424
H 2.5528 4.9951 1.8336 -0.137 -0.644 -0.487
H 3.3957 5.3370 -0.5063 -0.196 0.003 0.074
H 3.6725 3.4619 -2.0854 -0.276 -0.239 0.737
H 3.3109 1.0927 -1.2246 0.114 0.395 0.137
O -1.9951 0.3327 4.5255 0.748 0.997 -2.184
C -1.5861 0.6885 3.4209 0.859 -0.657 -1.936
N -1.1646 0.8823 2.2628 -0.497 -0.321 5.144
```
Positions in Å, forces in eV/Å.

Here are the Löwdin charges for atoms 1 to 2, given in e: atom 1 (Co): 0.405, atom 2 (C): -0.190



Record 3
Computed, not measured: a molecular structure, C15H23N8O6Pd, with ωB97M-V/def2-TZVPD.

Results
- LUMO energy: 2.05 eV
- Charge: -1

```
53
Properties=species:S:1:pos:R:3:forces:R:3
Pd -18.1315 1.1639 -10.2764 -0.380 -0.221 -0.223
C -17.4833 0.3295 -13.2198 0.346 0.028 1.126
N -18.6705 0.7878 -12.4500 0.997 -0.252 0.684
C -18.9904 2.1696 -12.8259 -0.506 -0.550 0.379
C -19.7910 -0.1394 -12.6553 0.883 -0.397 -0.391
C -20.9305 0.0106 -11.6736 0.313 -0.639 0.762
N -21.0127 -1.0785 -10.6836 0.552 0.470 -0.160
C -21.7452 -0.5975 -9.5486 -0.687 -0.635 0.547
C -21.5924 -2.2742 -11.2121 0.255 -0.131 -0.651
H -17.6271 0.4712 -14.2958 -0.092 -0.160 -0.138
H -17.3067 -0.7300 -12.9559 -0.041 0.493 -0.353
H -16.5873 0.8906 -12.8903 -0.422 -0.161 -0.276
H -19.1367 2.2330 -13.9093 -0.167 0.137 -0.221
H -18.1616 2.8008 -12.5248 0.013 0.191 -0.020
H -19.9095 2.4391 -12.2807 0.389 0.271 -0.369
H -19.3469 -1.1714 -12.6628 -0.628 0.874 0.217
H -20.1743 0.0537 -13.6538 -0.176 -0.126 -0.592
H -21.8654 0.0937 -12.2297 -0.476 0.054 -0.038
H -20.7861 0.9107 -11.0739 0.091 0.150 -0.258
H -22.7815 -0.3069 -9.8470 0.207 0.004 0.265
H -21.2258 0.2583 -9.1431 0.068 0.281 0.236
H -21.8306 -1.3771 -8.7533 0.113 0.463 -0.578
H -22.6300 -2.1015 -11.5074 -0.502 -0.124 -0.112
H -21.5523 -3.0922 -10.4982 -0.019 -0.027 0.202
H -21.0477 -2.5972 -12.1066 -0.049 0.035 0.114
N -17.7645 -0.8852 -6.4649 -0.159 0.549 -0.074
C -18.2560 0.0285 -5.5885 0.378 -1.018 0.082
N -18.4370 -0.3781 -4.2883 0.069 0.667 -0.603
N -18.5265 1.2794 -5.8780 0.120 -0.205 -0.679
C -18.3062 1.5105 -7.1854 0.367 -0.047 -1.070
N -18.0617 1.5237 -8.3285 -0.416 0.184 1.534
H -17.6336 -1.8553 -6.2541 -0.049 0.028 0.268
H -17.6272 -0.6028 -7.4305 -0.050 0.002 0.074
H -18.5037 -1.3500 -4.0515 -0.115 0.005 -0.079
H -19.0233 0.2849 -3.8163 -0.102 -0.151 0.495
O -14.9343 3.0164 -12.3725 -0.247 0.743 -0.238
C -14.0247 2.1879 -12.2804 -0.168 -0.911 0.530
O -14.0831 0.9456 -12.4249 0.460 0.325 -0.064
C -12.6412 2.7562 -11.8555 0.097 0.187 -0.792
C -11.5765 1.9116 -11.5945 -0.286 -1.453 0.004
C -10.3357 2.4043 -11.3156 1.101 0.064 0.123
C -10.0523 3.7488 -11.2589 0.575 -0.282 0.304
C -11.1267 4.5655 -11.4513 -0.645 0.827 -0.601
C -12.3954 4.1226 -11.8257 0.514 -0.597 1.272
N -10.9284 6.0280 -11.2453 -1.394 -2.499 0.156
O -11.8977 6.6045 -10.8202 -0.197 1.183 0.115
O -9.8411 6.4587 -11.4615 1.556 1.356 -0.213
N -9.1897 1.4566 -11.0501 -3.057 1.782 -0.769
O -8.0874 1.8713 -11.1731 2.439 0.655 -0.041
O -9.5232 0.3570 -10.7684 0.042 -2.580 0.743
H -11.7224 0.8282 -11.6074 -0.167 0.427 -0.084
H -9.0521 4.0779 -11.0003 -0.251 0.191 -0.138
H -13.2233 4.7856 -11.8743 -0.496 0.539 -0.407
```
Positions in Å, forces in eV/Å.

Here are the Löwdin charges for atoms 1 to 2, given in e: atom 1 (Pd): 0.286, atom 2 (C): -0.093



In the order shown, the computed strongest force on any atom values come out to 1.1, 5.2, 3.6 eV/A.